A structure of composition C33H100N8Na2O20, computed with the ωB97M-V functional and the def2-TZVPD basis.

As for the HOMO energy: -0.32466 Ha. The calculation puts the total energy at -97540.6418 eV. Its frontier orbital gap is 8.85 eV. The LUMO energy comes out at 0.0 eV. The maximum force is 2.36 eV/Å.

XYZ file:
```
163
Properties=species:S:1:pos:R:3:forces:R:3:lowdin_charge:R:1
Na -1.35967 -2.27665 1.15528 -0.1 0.0 0.3 0.32
Na -2.06973 -1.32214 -2.66182 0.2 0.2 -0.2 0.37
N -2.24614 -3.96464 -1.59821 0.6 1.2 0.0 -0.53
O -2.47592 -3.81425 -2.79484 -0.4 -0.5 -0.2 0.03
O -1.76022 -2.92898 -0.99636 -0.2 -0.9 0.4 -0.12
O -2.44042 -5.02121 -0.99025 0.0 0.3 0.0 0.02
N 0.14612 0.51367 -0.68263 0.1 0.0 0.0 -0.56
O 1.13079 1.16718 -0.31824 1.2 0.7 0.5 -0.04
O -0.25868 0.65020 -1.82753 -0.8 -0.4 -0.8 0.04
O -0.38694 -0.24806 0.12948 -0.8 -0.8 0.5 -0.01
C -2.00382 -2.34789 5.03025 -0.3 -0.5 -1.1 -0.04
C -1.08404 -1.35178 4.33069 -0.5 0.5 0.9 -0.40
C -0.26662 -0.54672 5.35135 1.2 1.0 -1.0 -0.22
O -0.99953 0.26691 6.22708 -0.2 0.2 0.5 -0.19
C -0.14994 0.92176 7.18365 -0.1 -0.5 -0.3 -0.08
N -0.23907 -2.12701 3.43740 -0.7 -0.9 -0.1 0.07
H -2.48507 -2.96409 4.25567 0.2 0.0 0.0 0.07
H -2.84405 -1.94384 5.58027 0.3 0.4 0.5 0.08
H -1.38518 -3.02871 5.61783 -0.2 0.1 0.4 0.09
H -1.66740 -0.64369 3.72449 0.0 -0.1 0.2 0.13
H 0.43755 0.11394 4.78482 -0.3 -0.3 0.0 0.13
H 0.39716 -1.19862 5.90341 0.1 -0.7 0.4 0.12
H 0.29956 0.18405 7.87310 0.1 0.1 -0.4 0.09
H -0.77193 1.56568 7.79952 -0.1 0.1 -0.2 0.08
H 0.64092 1.50880 6.67846 -0.3 -0.2 0.2 0.08
H 0.04100 -2.99293 3.88278 -0.1 -0.1 0.1 0.08
H 0.60776 -1.70647 3.13660 1.0 1.0 -0.3 0.03
C 0.20041 0.19190 -6.49939 -0.9 -0.7 0.6 -0.04
C -0.57327 -0.06925 -5.15170 1.9 -0.1 -1.4 -0.40
C -1.71766 0.88245 -5.11021 -0.6 0.8 0.2 -0.22
O -2.31821 0.80746 -3.85536 -0.2 -0.5 0.9 -0.22
C -3.42015 1.63513 -3.55013 -0.2 0.1 -1.6 -0.08
N -0.91221 -1.49111 -4.93493 -0.4 0.4 0.2 0.08
H 1.00727 -0.54453 -6.58171 -0.2 0.2 -0.2 0.06
H 0.60970 1.18943 -6.56235 0.2 0.3 0.2 0.07
H -0.52088 0.11608 -7.32601 0.3 -0.3 0.0 0.08
H 0.11523 0.22279 -4.36388 0.0 -0.1 0.4 0.11
H -2.42102 0.65700 -5.89460 -0.6 -0.3 -0.6 0.13
H -1.41286 1.93412 -5.29386 0.3 -0.4 0.0 0.14
H -4.35747 1.20310 -3.96621 0.3 0.0 0.5 0.10
H -3.35714 2.61538 -4.07333 0.3 -0.3 0.6 0.10
H -3.41217 1.72193 -2.46934 -0.3 0.3 0.0 0.08
H -0.08680 -2.08840 -4.92067 0.2 0.3 0.1 0.06
H -1.48986 -1.89092 -5.66980 -0.1 0.4 0.0 0.10
C -1.48330 2.23496 2.32804 -0.6 0.0 0.7 -0.02
C -2.63174 2.66306 1.37433 1.7 0.2 -0.2 -0.36
C -2.03733 3.40380 0.16979 0.3 -1.5 -0.5 -0.18
O -3.07725 3.61910 -0.77163 0.7 0.3 0.5 -0.19
C -2.67184 4.39414 -1.88409 -1.0 -0.2 -0.3 -0.11
N -3.37013 1.45588 0.94826 0.3 0.5 0.6 0.07
H -0.72627 2.99274 2.55398 -0.2 0.1 -0.4 0.09
H -0.97041 1.32798 2.01259 0.1 0.0 -0.5 0.06
H -1.89168 1.97001 3.30937 -0.1 0.0 0.0 0.06
H -3.27781 3.36696 1.86586 -0.6 0.1 0.4 0.13
H -1.31424 2.69752 -0.28930 0.0 0.2 0.0 0.12
H -1.46007 4.30180 0.38942 -0.3 0.3 0.3 0.13
H -3.60544 4.39600 -2.43544 0.0 0.5 -0.6 0.08
H -1.90046 3.93848 -2.52506 0.1 -0.1 0.5 0.09
H -2.40312 5.41730 -1.61414 0.2 -0.1 0.1 0.09
H -2.65460 0.84514 0.57970 0.2 -0.4 -0.2 0.06
H -3.93061 1.71239 0.15126 -0.4 0.1 -0.2 0.08
C 4.77562 1.06331 -0.07834 1.3 -0.3 0.1 -0.07
C 4.97288 1.77175 -1.43524 0.3 0.1 1.0 -0.40
C 4.37345 0.87275 -2.50983 0.3 -0.1 0.9 -0.25
O 4.63236 1.38837 -3.76222 -0.1 1.3 -0.7 -0.18
C 4.22810 0.64560 -4.87821 0.3 -0.1 0.0 -0.10
N 4.36503 3.09297 -1.27905 0.7 0.3 -1.1 0.07
H 5.35545 1.54546 0.74164 -0.5 -0.1 -0.6 0.10
H 5.13855 0.02480 -0.12334 -0.1 0.2 -0.1 0.07
H 3.72943 1.04220 0.19296 -0.3 0.1 0.1 0.04
H 6.04939 1.92548 -1.62898 -0.3 -0.2 0.0 0.14
H 3.31925 0.81599 -2.24478 -0.6 -0.2 -0.4 0.11
H 4.81471 -0.12714 -2.41484 0.0 -0.2 0.0 0.12
H 3.16041 0.42500 -4.90884 -0.2 0.0 0.3 0.08
H 4.79133 -0.29030 -4.88005 -0.1 -0.2 -0.3 0.09
H 4.46552 1.23565 -5.76892 0.1 -0.2 0.2 0.09
H 3.42958 2.99272 -0.95019 -0.8 0.0 0.3 0.02
H 4.31934 3.59894 -2.16913 0.1 -0.3 0.4 0.08
C 1.89753 -1.90620 -2.34722 0.1 -0.9 0.4 -0.01
C 2.04394 -3.43252 -2.58110 0.5 0.7 -0.9 -0.40
C 2.54269 -3.85876 -3.99003 -1.5 0.6 -0.7 -0.12
O 1.79980 -3.16022 -5.08808 0.8 -0.2 1.8 -0.23
C 2.12639 -3.52630 -6.40544 0.2 -0.8 0.2 -0.13
N 2.98006 -4.12461 -1.70408 0.5 0.1 0.5 0.05
H 2.84625 -1.37568 -2.46101 -0.1 -0.1 -0.1 0.06
H 1.55455 -1.78071 -1.31379 0.1 0.1 0.0 0.07
H 1.13152 -1.47624 -2.98404 0.0 0.1 -0.3 0.05
H 1.06791 -3.87037 -2.47061 -0.5 -0.3 0.3 0.13
H 2.34651 -4.94367 -4.03804 0.3 0.4 -0.3 0.13
H 3.61246 -3.65338 -4.04256 0.1 0.1 -0.4 0.12
H 1.56345 -2.89524 -7.08276 -0.1 0.1 0.0 0.07
H 1.86643 -4.57326 -6.59640 -0.2 0.0 0.0 0.09
H 3.18570 -3.44336 -6.64985 0.2 0.3 0.2 0.08
H 2.71421 -4.10234 -0.72110 -0.4 0.1 -0.4 0.04
H 3.89381 -3.66855 -1.72777 -0.2 -0.1 -0.2 0.08
C 4.62490 -1.80057 2.32798 -0.8 -0.6 0.4 -0.05
C 3.29440 -1.92768 1.53430 1.4 -0.9 0.1 -0.42
C 2.74410 -3.35951 1.75345 -0.5 0.6 0.3 -0.18
O 1.54112 -3.55029 0.98361 0.7 0.8 0.4 -0.22
C 0.83207 -4.74271 1.21005 0.4 -0.3 -0.4 -0.09
N 2.38130 -0.93587 2.02464 -0.5 0.5 0.1 0.08
H 4.41150 -2.01248 3.38364 0.0 0.4 0.0 0.08
H 5.15809 -0.85621 2.22464 -0.4 0.2 -0.1 0.07
H 5.32419 -2.57212 2.06757 0.4 -0.5 -0.5 0.07
H 3.55703 -1.86974 0.46426 -0.3 0.4 0.1 0.12
H 2.54293 -3.46109 2.84081 -0.1 -0.2 -0.4 0.13
H 3.51391 -4.08106 1.46562 -0.1 -0.2 -0.1 0.12
H 0.47232 -4.85613 2.21822 -0.6 0.4 0.6 0.08
H 1.46307 -5.60865 1.08069 0.5 -0.5 -0.4 0.09
H 0.03790 -4.77602 0.46155 -0.1 0.0 0.3 0.09
H 1.72378 -0.62704 1.31812 -0.1 0.1 0.0 0.05
H 2.86649 -0.11297 2.37713 -0.1 -0.2 -0.2 0.08
C 2.38037 4.25909 1.43323 1.2 0.5 0.0 -0.13
O 2.51192 2.83516 1.44302 -0.3 0.2 0.1 -0.16
H 1.40742 4.60814 1.75028 -0.3 0.0 0.2 0.07
H 3.16616 4.65001 2.11083 -0.6 -0.3 -0.1 0.09
H 2.61505 4.73918 0.47167 -0.2 -0.5 -0.1 0.07
H 1.75234 2.41897 1.00672 0.1 0.1 0.0 0.04
C -4.68642 -2.01834 2.53662 1.3 -1.1 -1.6 -0.07
O -3.63603 -1.44337 1.66469 -0.7 0.3 1.4 -0.16
H -4.75241 -1.62459 3.54474 0.4 0.2 0.0 0.07
H -5.62913 -1.89400 2.03023 -0.5 0.1 -0.1 0.07
H -4.41805 -3.09142 2.49398 -0.4 0.5 0.5 0.07
H -3.75030 -0.47986 1.72456 0.1 0.0 -0.2 0.03
C 0.38050 6.54068 -2.26557 -0.1 0.2 0.7 -0.15
O 0.29792 5.87723 -0.98837 0.2 0.2 -1.1 -0.15
H 1.17058 6.11159 -2.89205 0.0 0.1 0.2 0.06
H -0.57129 6.44358 -2.79870 0.0 0.1 -0.1 0.07
H 0.60196 7.60494 -2.09963 -0.1 -0.3 -0.1 0.08
H 0.50293 4.96457 -1.25352 0.0 -0.3 0.6 0.01
C 1.43269 3.26158 -3.31112 0.1 0.0 0.4 -0.11
O 1.06420 3.37289 -1.94800 0.0 0.5 -0.3 -0.14
H 0.93773 2.44479 -3.80825 -0.6 -0.4 -0.2 0.07
H 1.19824 4.20076 -3.79282 -0.1 0.1 -0.2 0.07
H 2.48440 3.06395 -3.43164 0.7 0.1 0.0 0.06
H 1.13805 2.51827 -1.49861 0.0 -0.3 0.1 0.02
C -3.03057 -5.66578 2.44142 -0.7 -0.6 0.9 -0.16
O -2.57076 -4.52480 1.79032 0.4 0.3 -1.7 -0.16
H -4.03059 -5.48902 2.86956 0.2 0.0 0.0 0.08
H -3.10283 -6.56902 1.84363 0.0 0.1 -0.6 0.08
H -2.37041 -5.94192 3.25591 0.2 0.2 0.3 0.07
H -2.57950 -4.69336 0.80597 0.0 0.1 0.9 0.05
C -4.86551 -1.93679 -1.23111 0.8 1.1 -0.9 -0.05
O -4.26429 -0.79006 -1.96055 -0.5 -0.9 0.3 -0.15
H -5.04792 -2.77431 -1.89373 -0.2 0.1 -0.5 0.08
H -4.08702 -2.25162 -0.55541 -0.3 0.0 0.7 0.05
H -5.78506 -1.58289 -0.78053 0.0 -0.3 0.4 0.09
H -4.89386 -0.06199 -1.96307 0.1 -0.2 -0.1 0.07
C 3.24149 2.18810 5.17279 -0.7 0.2 -0.7 -0.16
O 2.35863 2.91727 4.31732 0.2 -0.3 -0.3 -0.15
H 4.27911 2.21895 4.80095 -0.3 0.1 0.5 0.09
H 3.07711 2.60987 6.15115 0.6 0.4 0.4 0.07
H 2.90102 1.16392 5.29100 0.1 -0.5 -0.3 0.05
H 2.48451 2.64336 3.38491 0.0 0.1 0.4 0.03
C -5.54207 1.90749 5.74995 0.7 -0.1 -0.8 -0.07
C -4.40141 1.81988 4.72760 -0.6 -0.6 0.1 -0.29
O -4.81923 0.94458 3.65690 0.2 0.6 0.1 -0.10
H -5.29377 2.57387 6.55277 0.2 0.4 0.5 0.07
H -5.73700 0.93552 6.16467 0.0 -0.5 0.2 0.07
H -6.44917 2.24482 5.29281 -0.5 0.3 -0.4 0.06
H -3.54454 1.35742 5.20777 0.4 0.1 0.2 0.09
H -4.09014 2.79910 4.34703 -0.2 0.0 0.0 0.11
H -4.35093 1.21731 2.85090 -0.1 -0.1 0.0 0.03
```
Forces are in eV/Å.